{
  "formula": "C15H36AsN8OReSi2",
  "method": "the ωB97M-V functional and the def2-TZVPD basis",
  "species": ["C", "N", "C", "H", "As", "C", "H", "Si", "C", "C", "H", "H", "H", "H", "H", "C", "C", "H", "H", "C", "Si", "H", "H", "H", "H", "N", "H", "H", "N", "H", "Re", "H", "H", "N", "H", "H", "H", "H", "C", "C", "C", "H", "H", "H", "N", "H", "H", "C", "C", "H", "H", "C", "H", "N", "O", "H", "H", "C", "H", "H", "N", "N", "H", "H"],
  "coordinates": [[2.308, -1.486, 1.953], [-1.048, -0.372, 4.098], [3.819, 0.883, 0.574], [4.704, -1.721, -1.270], [1.232, -0.503, -1.107], [2.450, -2.513, -3.622], [3.788, 0.726, -4.282], [2.013, -0.740, -3.468], [-0.720, 0.195, 5.416], [0.568, -0.180, -4.462], [3.674, -2.992, -0.571], [-6.102, 2.404, -1.089], [2.982, 1.438, -2.887], [0.896, 0.058, -5.480], [1.520, -0.816, 2.301], [-3.084, 1.068, -0.848], [-5.142, 2.352, -0.587], [3.032, -1.616, 2.762], [0.337, 0.458, 5.479], [3.362, 0.501, -3.298], [3.133, -0.824, 0.434], [0.118, 0.723, -4.048], [4.376, 1.157, -0.323], [-1.627, -2.157, 5.013], [-5.942, 0.589, -2.386], [-0.303, 1.570, 3.117], [2.899, -2.688, -4.606], [-0.916, -0.557, 6.171], [-4.366, 1.249, -1.199], [-1.349, 1.057, 5.650], [-0.634, 0.550, -0.165], [-1.532, -1.098, 1.825], [-4.661, -1.263, -3.411], [-2.340, 0.038, -1.343], [0.719, 2.771, 0.331], [-0.324, 1.939, 4.055], [3.173, -2.834, -2.876], [-0.189, -0.959, -4.549], [-4.206, -0.611, -2.680], [4.225, -2.075, -0.357], [0.180, 2.415, 2.154], [3.026, 1.616, 0.724], [-1.103, -2.351, 3.350], [-4.603, 3.285, -0.717], [0.370, 2.019, 0.914], [-5.285, 2.152, 0.472], [5.025, -2.339, 0.344], [-2.857, -0.801, -2.267], [-4.910, 0.398, -2.126], [0.382, 3.939, 3.522], [4.175, 0.139, -2.667], [-1.662, -1.704, 4.028], [-1.166, -1.905, -2.372], [-1.150, -0.163, 1.775], [-2.454, 1.820, -0.047], [0.859, 4.326, 1.925], [1.564, -3.148, -3.553], [-0.852, 0.300, 2.968], [-2.459, -2.436, -3.401], [-2.706, -1.641, 3.715], [-2.097, -1.771, -2.736], [0.509, 3.636, 2.570], [4.508, 0.954, 1.422], [1.864, -2.462, 1.742]],
  "forces_ev_per_a": [[-0.081, -0.012, 0.178], [-0.042, -0.084, -0.049], [0.161, 0.174, 0.066], [-0.012, -0.016, 0.006], [0.242, 0.058, -0.207], [0.156, -0.199, -0.287], [-0.004, -0.018, 0.026], [-0.425, 0.069, 0.590], [-0.024, -0.011, -0.021], [-0.028, 0.089, -0.327], [0.044, -0.018, -0.006], [-0.011, 0.014, 0.007], [0.027, 0.020, -0.030], [-0.017, -0.008, 0.030], [0.030, 0.000, 0.045], [0.304, 0.208, 0.123], [0.088, -0.068, -0.082], [-0.008, 0.001, -0.034], [0.009, -0.005, -0.009], [0.245, 0.112, -0.148], [-0.337, -0.001, -0.223], [-0.008, -0.001, -0.010], [-0.013, 0.023, 0.019], [-0.013, 0.007, 0.009], [0.001, 0.000, -0.004], [-0.144, -0.006, -0.106], [-0.028, -0.029, 0.035], [0.005, -0.017, 0.003], [-0.201, 0.014, -0.095], [-0.005, -0.004, -0.008], [0.160, 0.323, 0.274], [-0.015, -0.019, -0.011], [0.011, 0.014, 0.004], [-0.143, -0.120, -0.050], [0.169, -0.053, -0.024], [0.024, -0.005, 0.025], [0.023, -0.019, 0.024], [-0.046, 0.006, -0.001], [0.085, -0.025, -0.035], [0.179, -0.148, -0.026], [0.132, -0.158, -0.063], [0.029, 0.025, 0.040], [0.019, -0.008, 0.028], [0.004, 0.019, -0.016], [-0.309, 0.069, 0.051], [-0.006, -0.011, 0.014], [-0.020, 0.020, -0.022], [-0.036, 0.032, 0.190], [-0.042, 0.099, 0.087], [-0.001, 0.004, 0.002], [0.014, 0.020, -0.006], [0.008, 0.043, 0.027], [0.037, 0.005, -0.022], [-0.117, -0.158, 0.033], [-0.173, -0.199, -0.204], [0.028, -0.004, 0.003], [0.017, -0.023, 0.001], [0.091, 0.130, 0.176], [0.007, -0.010, 0.008], [0.006, 0.004, -0.005], [-0.026, -0.140, -0.013], [-0.017, 0.011, 0.014], [-0.007, -0.020, -0.034], [0.004, 0.003, 0.040]],
  "total_energy_ha": -3998.72163,
  "homo_energy_ev": [-16.0469, -17.0158],
  "molar_mass_g_mol": 661.81,
  "spin_multiplicity": 4,
  "homo_lumo_gap_ev": [6.585, 7.590],
  "largest_force_ev_per_a": 0.73,
  "s_squared": 3.95,
  "total_charge": 3,
  "lumo_energy_ha": [-0.3477, -0.3464]
}